(1)
76
Properties=species:S:1:pos:R:3:forces:R:3 method="wB97M-V/def2-TZVPD" spin_multiplicity=1 homo_lumo_gap_ha=0.22870 total_charge=0 fmax_ev_per_a=4.16 smiles="CCCC[PH3]CCCCCCCCOC(C)=O.O=C1C=C(O)C(=O)C=C1O.O=C1C=C(O)C(=O)C=C1O" molar_mass_g_mol=542.56 lumo_ev=-1.59 e_tot_ev=-57353.989
C -0.21391 -6.49399 1.56964 0.34 0.90 0.26
C -0.76874 -5.10296 1.11976 0.30 -1.98 -0.27
C -1.20345 -5.22513 -0.34457 -0.84 1.00 -0.13
C -1.57780 -3.90060 -1.07719 0.32 -0.23 -0.04
P -0.94382 -2.30061 -0.29168 0.48 0.04 -0.03
C -0.25415 -0.70890 0.50815 -0.76 -0.05 0.18
C -1.24614 0.45525 0.36752 0.77 -0.23 -0.41
C -1.05218 1.23909 -0.95712 -0.90 0.27 1.07
C -0.41439 2.62830 -0.72657 0.48 -0.83 -1.26
C 1.03943 2.64949 -1.26973 -0.02 0.57 1.11
C 2.04370 3.29618 -0.29690 0.47 0.28 -0.52
C 3.09557 4.16959 -1.01358 -0.40 -0.42 0.63
C 4.23345 3.38958 -1.65091 -0.31 0.48 0.30
O 3.81889 2.21770 -2.36840 -0.20 0.39 0.34
C 3.97060 2.34818 -3.71429 -2.21 1.55 0.61
C 2.99134 3.17910 -4.50951 -0.69 0.08 0.82
O 4.83134 1.80718 -4.26568 3.10 -2.15 -1.75
H -0.34846 -7.25639 0.81127 -0.17 -0.19 0.01
H 0.85115 -6.39081 1.76223 0.21 -0.19 -0.14
H -0.63507 -6.79764 2.52078 -0.26 -0.27 0.04
H -1.63935 -4.92299 1.74102 -0.01 0.67 0.07
H 0.03581 -4.39846 1.28518 -0.22 0.48 0.07
H -0.49030 -5.77109 -0.95507 0.37 -0.03 0.19
H -2.10515 -5.83521 -0.33451 0.00 -0.30 -0.04
H -2.65366 -3.80445 -1.25077 -0.10 0.00 0.20
H -1.12304 -3.94702 -2.06996 -0.02 0.20 -0.14
H -1.72711 -2.52688 0.87958 -0.11 0.09 -0.07
H -1.54381 -1.52460 -1.33218 -0.05 -0.11 0.00
H 0.40356 -2.79554 -0.44610 -0.09 0.02 0.04
H -0.13740 -0.90577 1.57645 0.26 -0.28 0.05
H 0.72431 -0.45630 0.10146 0.11 0.07 -0.09
H -2.27879 0.10542 0.42797 -0.05 -0.23 0.14
H -1.08494 1.10453 1.22484 -0.21 0.31 -0.02
H -0.48159 0.65043 -1.66734 0.21 -0.04 -0.10
H -2.04362 1.34368 -1.39715 -0.05 0.21 -0.20
H -0.44982 2.91608 0.31853 -0.04 -0.04 0.15
H -0.98524 3.35116 -1.30353 -0.10 0.29 0.16
H 1.39693 1.65009 -1.47119 -0.08 -0.25 -0.30
H 1.04443 3.22619 -2.19031 0.06 -0.13 -0.20
H 1.52265 3.94451 0.40420 -0.15 0.05 0.10
H 2.56078 2.54094 0.30519 -0.27 0.04 -0.10
H 3.54554 4.80455 -0.24944 0.19 0.22 -0.09
H 2.57012 4.82686 -1.70604 0.13 0.03 -0.24
H 4.80415 4.06629 -2.28649 0.16 -0.11 -0.23
H 4.91302 3.05480 -0.87123 0.08 -0.19 0.06
H 2.64629 2.57939 -5.33942 0.12 -0.09 -0.32
H 2.11876 3.44638 -3.92559 -0.07 0.17 0.09
H 3.46131 4.08334 -4.87806 0.18 0.06 -0.11
O 2.68307 1.30005 2.22682 0.23 -0.01 -0.04
C 3.31797 1.39158 3.26129 -0.41 -0.21 0.35
C 2.78125 1.03244 4.56649 -0.05 0.03 -0.25
C 3.53410 1.17648 5.66420 -0.43 -0.16 0.00
O 3.09382 0.86209 6.87879 0.37 0.14 0.05
C 4.93608 1.70791 5.59525 0.43 0.19 -0.33
O 5.56039 1.83147 6.63218 -0.23 -0.11 0.13
C 5.48054 2.04548 4.28629 0.04 0.00 0.25
C 4.72880 1.89776 3.18892 0.43 0.14 -0.02
O 5.17757 2.18870 1.96985 -0.38 -0.09 -0.04
H 1.76971 0.65323 4.60393 0.00 0.00 0.02
H 3.82904 1.06178 7.49225 -0.07 -0.02 -0.02
H 6.49687 2.41117 4.24661 -0.01 0.01 -0.02
H 4.44041 1.99309 1.35731 0.07 -0.01 0.02
O -6.07782 0.86569 -3.35738 -0.24 -0.11 -0.13
C -6.17812 -0.02691 -2.53648 0.45 0.18 0.32
C -5.29094 -0.16452 -1.38902 -0.05 0.14 -0.22
C -5.45174 -1.18276 -0.53504 0.33 0.34 0.01
O -4.66959 -1.35227 0.52691 -0.25 -0.32 0.03
C -6.53077 -2.20813 -0.72250 -0.45 -0.19 -0.32
O -6.61006 -3.11901 0.08070 0.23 0.13 0.14
C -7.43241 -2.05777 -1.85692 0.07 -0.13 0.20
C -7.27415 -1.03769 -2.70948 -0.32 -0.31 -0.04
O -8.06977 -0.85353 -3.75919 0.26 0.29 -0.01
H -4.51503 0.57834 -1.26462 0.01 -0.02 0.02
H -4.99461 -2.15996 0.97306 0.06 0.04 0.00
H -8.21649 -2.79256 -1.97314 0.00 0.01 -0.02
H -7.73930 -0.05113 -4.21033 -0.03 -0.06 0.01



(2)
86
Properties=species:S:1:pos:R:3:forces:R:3 method="wB97M-V/def2-TZVPD" spin_multiplicity=1 homo_lumo_gap_ha=0.28839 total_charge=0 fmax_ev_per_a=0.81 molar_mass_g_mol=753.42 lumo_ev=-0.47 e_tot_ev=-77206.443 relative_energy_kj_mol=66.3
Y 1.59612 -0.42362 -1.20588 0.18 0.40 0.68
O 0.33116 -3.48604 -3.56061 0.01 -0.13 -0.11
C 0.60687 -2.27938 -2.92411 0.02 0.11 -0.19
O 0.55816 -2.30878 -1.57684 -0.15 -0.33 0.06
C -0.43597 -1.24862 -3.41052 -0.03 -0.02 -0.12
C -1.30684 -1.34097 -4.49091 0.00 0.05 0.06
C -2.11511 -0.25069 -4.77033 0.03 -0.07 -0.01
C -2.01853 0.91424 -4.01086 0.08 0.02 0.11
C -1.10829 0.92323 -2.96625 -0.08 -0.06 0.01
N -0.38717 -0.14736 -2.67628 0.38 -0.03 -0.09
C -0.77893 2.06631 -2.03819 -0.06 0.07 -0.13
O -1.40044 3.23738 -2.23839 0.04 -0.11 -0.01
O -0.00279 1.93475 -1.12761 0.03 -0.13 -0.12
H 1.09731 -4.05770 -3.38667 -0.03 0.03 0.00
H -1.32888 -2.24345 -5.08319 0.00 -0.02 0.00
H -2.81484 -0.29220 -5.59438 -0.01 0.00 -0.01
H -2.64295 1.76454 -4.25566 0.00 0.01 0.02
H -1.92484 3.20158 -3.04842 0.01 0.05 0.04
B 3.69108 2.92265 -0.83439 -0.01 -0.03 0.04
N 3.57858 1.92793 0.38138 -0.11 0.03 -0.09
C 4.19474 2.14388 1.54651 0.02 0.07 0.00
C 4.06238 1.01961 2.34677 -0.03 0.02 -0.09
C 3.32508 0.14178 1.55841 0.01 0.01 0.06
N 3.03722 0.69879 0.38082 0.01 0.04 -0.09
N 2.77381 2.58368 -2.05955 0.00 -0.07 0.04
C 2.42091 3.51946 -2.94443 0.01 0.08 0.09
C 1.95006 2.90726 -4.09522 0.02 -0.02 0.03
C 2.06099 1.54805 -3.81636 -0.05 -0.15 0.03
N 2.55294 1.35763 -2.58888 0.07 -0.04 0.20
H 3.35100 4.01549 -0.45382 0.01 0.06 0.03
H 4.83924 2.91308 -1.19974 0.08 -0.04 -0.07
H 4.69925 3.07978 1.71444 0.02 0.02 0.05
H 4.44842 0.86277 3.33748 0.02 0.01 0.03
H 2.97500 -0.85465 1.77656 0.02 0.00 0.03
H 2.56289 4.55718 -2.69536 -0.04 0.04 -0.05
H 1.61493 3.37348 -5.00407 -0.02 0.03 -0.02
H 1.81185 0.67733 -4.40396 -0.01 0.05 -0.07
O 0.39486 -0.55967 0.78637 -0.29 -0.13 -0.26
P -0.96215 -0.46810 1.43612 0.64 0.10 -0.16
N -2.10376 -1.39878 0.72164 -0.04 0.04 0.05
C -3.56324 -1.27460 0.90716 -0.06 0.04 0.11
C -4.08560 -2.71148 0.83164 -0.07 0.05 0.04
C -3.02692 -3.42939 0.00362 0.03 -0.07 -0.05
C -1.74029 -2.82649 0.53353 0.14 0.02 0.02
N -1.54492 1.06672 1.47859 -0.21 -0.12 0.24
C -0.65100 2.06285 2.09709 0.17 -0.03 0.03
C -1.10957 3.38767 1.50001 0.10 0.06 0.02
C -2.59653 3.16234 1.26309 -0.10 0.01 -0.01
C -2.67749 1.70531 0.80809 -0.03 -0.02 -0.10
N -0.71498 -0.97409 2.98847 -0.22 0.06 0.10
C -1.82635 -0.97917 3.94856 -0.04 0.00 -0.08
C -1.14743 -1.18894 5.30038 -0.07 -0.05 0.02
C 0.20628 -0.51586 5.10984 0.06 0.04 0.01
C 0.57915 -0.90111 3.68307 0.13 0.01 -0.12
H -3.98797 -0.66642 0.10633 -0.01 -0.01 -0.02
H -3.81472 -0.79892 1.86035 -0.02 -0.03 -0.07
H -5.08824 -2.75489 0.40742 0.01 0.00 -0.01
H -4.13118 -3.14653 1.83288 0.03 -0.01 0.00
H -3.13389 -3.19752 -1.05834 -0.01 0.03 0.00
H -3.05185 -4.51213 0.11553 0.00 0.00 0.01
H -0.89390 -2.90400 -0.14630 -0.01 -0.04 -0.02
H -1.48285 -3.27283 1.50385 0.02 -0.03 -0.04
H 0.39082 1.84107 1.84855 -0.01 0.04 0.03
H -0.75801 2.04484 3.18840 -0.01 0.05 -0.01
H -0.59427 3.55588 0.55470 -0.02 0.00 0.04
H -0.89982 4.22823 2.15966 -0.02 0.00 0.02
H -3.02484 3.84247 0.52780 0.01 0.00 -0.01
H -3.15460 3.28213 2.19497 0.02 0.00 0.01
H -2.59021 1.62195 -0.27785 -0.02 -0.01 -0.07
H -3.62596 1.25716 1.09777 0.01 0.03 0.00
H -2.53995 -1.77505 3.72026 -0.01 0.00 0.00
H -2.36696 -0.02351 3.91793 0.00 0.00 0.03
H -1.01312 -2.25713 5.48259 0.02 -0.01 -0.01
H -1.73036 -0.78155 6.12508 0.00 0.02 -0.01
H 0.95261 -0.82847 5.83871 0.01 -0.02 -0.01
H 0.10239 0.56956 5.18294 -0.02 0.01 0.00
H 1.07631 -1.87614 3.65016 0.01 0.01 0.03
H 1.23527 -0.17678 3.20279 0.00 -0.01 0.05
C 3.32147 -3.00786 -0.27492 -0.02 -0.11 -0.02
O 3.38596 -1.97811 -1.24703 -0.06 0.20 0.01
H 2.41672 -2.90522 0.33760 0.04 -0.02 -0.02
H 4.20814 -2.95711 0.36161 -0.03 -0.02 -0.02
H 3.26979 -3.98052 -0.77142 0.02 0.03 0.07
O 3.06928 -3.87883 -3.01060 0.03 -0.08 0.04
S 3.23896 -2.42041 -3.05918 -0.04 -0.02 0.06
N 1.91055 -1.65897 -3.35101 -0.51 0.04 -0.24



(3)
78
Properties=species:S:1:pos:R:3:forces:R:3 method="wB97M-V/def2-TZVPD" spin_multiplicity=1 homo_lumo_gap_ha=0.26612 total_charge=-1 fmax_ev_per_a=2.64 molar_mass_g_mol=615.38 lumo_ev=2.04 e_tot_ev=-90610.231 relative_energy_kj_mol=270.8
C 2.86172 -2.19868 -1.44829 -0.38 -0.36 0.38
C 2.34728 -1.47159 -2.65406 -0.48 -0.35 -1.19
H 2.08821 -2.90452 -1.08087 0.50 0.44 -0.05
H 3.10852 -1.53863 -0.60375 0.04 -0.23 -0.28
H 3.74139 -2.80449 -1.71621 -0.13 0.28 0.09
C 2.20740 -2.11969 -3.82715 0.34 0.90 0.49
C 2.27692 -3.59241 -3.96971 0.22 -0.68 -0.25
H 2.08599 -1.55643 -4.75323 -0.32 -0.11 0.37
H 1.56428 -4.09983 -3.29980 0.27 0.16 -0.08
H 3.27954 -3.99637 -3.76992 -0.14 -0.02 0.04
H 2.01701 -3.85222 -5.00025 0.05 -0.18 0.11
Mg 2.07779 0.75119 0.23086 0.68 0.18 1.37
Cl 2.96571 -0.30082 2.07319 0.24 0.32 0.13
Cl 3.46735 2.34528 -0.78915 0.16 0.33 0.37
C 0.79644 3.12895 1.28769 0.26 -1.11 -0.51
O 0.57902 1.96235 0.88113 -0.02 1.68 0.72
N -0.14232 3.96856 1.71765 -0.47 -0.20 -0.01
C -1.55270 3.56671 1.68544 0.13 0.02 -0.15
C 0.19951 5.34959 2.03087 0.50 0.03 -0.19
H 1.82108 3.53316 1.28541 -0.16 -0.05 0.04
H -1.68229 2.61898 2.22319 0.04 0.23 -0.22
H -1.88489 3.44497 0.64181 0.03 -0.04 0.37
H -2.13642 4.35777 2.16963 0.09 -0.28 -0.13
H 1.08679 5.36466 2.67127 -0.18 0.11 -0.03
H -0.63152 5.83114 2.54356 0.10 -0.12 0.04
H 0.42875 5.92391 1.12382 -0.12 -0.08 0.14
H -1.31837 -4.56549 3.10388 -0.14 0.18 0.06
H -2.19308 -3.00799 -0.15327 -0.12 -0.12 0.17
C -1.58106 -3.48651 3.08048 0.35 -0.24 0.00
C -2.49467 -3.23957 0.86402 -0.07 0.39 -0.03
N -1.42493 -2.90867 1.77105 -0.28 0.64 -0.25
H -0.93716 -2.96388 3.80225 -0.23 -0.14 -0.10
C -0.06998 -2.74420 1.33467 1.65 -0.11 0.80
O 0.47563 -1.67849 1.00975 -0.92 -0.65 0.17
H -3.38578 -2.65451 1.11112 -0.18 0.02 0.04
H 0.55941 -3.58051 1.75233 -0.25 0.75 0.09
H -2.63378 -3.37426 3.38182 0.33 -0.03 0.04
H -2.76456 -4.30030 0.91658 0.09 -0.13 -0.09
O 1.16531 0.10196 -1.26721 -2.10 -0.89 -0.90
C 1.97003 -0.01475 -2.49505 0.92 -0.20 -0.02
C 0.42483 0.17093 -4.54609 0.14 0.98 -0.20
C 1.36945 0.73658 -3.67365 -0.44 -0.63 -0.06
H 0.17887 -0.87999 -4.45967 -0.16 0.35 0.00
C -0.16940 0.97856 -5.53264 0.32 -0.48 0.19
H 2.92392 0.51242 -2.29204 -0.66 -0.11 0.29
C 1.77301 2.05798 -3.85274 0.28 0.12 0.13
H -0.95167 0.54391 -6.15963 0.26 0.20 0.08
C 0.25533 2.29205 -5.72107 0.29 0.08 0.36
C 1.25653 2.82483 -4.88871 -0.48 -0.17 -0.35
H 2.51525 2.45838 -3.14713 -0.38 -0.07 -0.44
H -0.18098 2.90427 -6.51117 0.10 -0.15 0.19
H 1.61977 3.83806 -5.05737 -0.12 -0.19 0.09
Si -0.65261 -0.28203 -1.14070 0.22 2.40 -0.28
Cl 0.07131 -3.80036 -0.61039 0.07 -2.40 -0.21
C -1.09009 -1.71158 -2.22288 0.26 -0.44 -0.65
C -1.32077 1.32935 -2.00041 -0.03 -0.28 -0.40
C -1.59051 0.02187 0.49600 0.24 -0.05 0.56
H -1.20194 -1.40491 -3.26721 -0.23 0.26 0.28
H -2.02779 -2.18565 -1.90880 0.21 0.13 -0.04
H -0.30753 -2.49071 -2.18197 -0.67 0.68 -0.22
H -2.49946 -0.60218 0.50563 0.28 0.00 -0.16
H -1.92652 1.06778 0.56017 0.16 -0.31 -0.35
H -1.02271 -0.19835 1.41198 -0.34 0.01 -0.58
H -1.45838 1.16686 -3.07958 0.05 0.24 0.25
H -0.63096 2.18009 -1.87657 -0.14 -0.27 0.01
H -2.30152 1.63023 -1.58673 0.36 -0.23 -0.08
N 1.64443 0.03572 7.80606 -1.81 0.21 -1.90
C 0.84163 0.12455 6.95692 1.62 -0.13 1.73
C -0.17841 0.23086 5.94304 -0.38 0.07 -0.13
C -1.50238 0.55003 6.30817 0.38 -0.18 -0.41
C -2.47158 0.58923 5.31293 0.07 -0.03 -0.06
C -2.08404 0.30295 3.99957 -0.11 0.08 0.36
N -0.82977 0.04729 3.65999 0.17 -0.02 -0.19
C 0.12011 0.01129 4.58592 -0.12 0.03 0.39
H -1.73624 0.74536 7.34813 -0.03 -0.01 -0.08
H -3.51300 0.82888 5.52721 0.30 -0.08 0.06
H -2.82132 0.27967 3.18802 0.28 0.02 0.22
H 1.13756 -0.19853 4.24184 -0.24 0.04 0.04